Entry 1:
ORCA calculation (ωB97M-V/def2-TZVPD) on a molecular structure, C30H50ClN5PRuSSi.

Calculated values
- energy above the lowest of the compared OMol25 structures with the same formula, charge and spin (eV) = 2.3251
- energy (Eh) = -3030.9183
- highest occupied orbital energy (alpha / beta) (eV) = -6.56 / -6.84

Structure (ORCA input):
```
! wB97M-V def2-TZVPD RIJCOSX def2/J DEFGRID3
* xyz 0 6
Ru 0.04 -0.12 0.14
Cl -0.85 1.06 3.47
S -1.16 2.28 -0.89
P -1.64 -1.55 -1.13
Si 2.92 2.31 -1.78
N 0.84 2.44 1.69
N -0.13 3.40 1.45
N -1.68 4.49 0.58
N 1.16 -2.04 -0.18
N -1.36 5.19 1.72
C 3.24 -1.63 1.02
C 1.21 -4.41 -0.80
C 3.31 -1.92 -1.39
C 4.68 -1.66 -1.34
C 2.47 -1.58 2.32
C -1.32 -4.25 -1.86
C -4.34 -2.59 -0.87
C -2.29 -1.27 -2.84
C -2.73 -2.89 1.04
C 1.96 3.90 -2.02
C 4.61 -1.39 1.01
C 0.27 4.80 3.53
C -3.15 -1.99 -0.12
C -3.13 0.00 -2.90
C -0.68 -5.46 -1.92
C 5.36 -1.40 -0.16
C -0.41 4.51 2.24
C 4.37 2.70 -0.65
C 0.55 -3.16 -0.74
C -1.08 -0.11 2.10
C -0.75 -3.11 -1.27
C 3.55 1.73 -3.43
C 2.64 -2.09 -2.73
C 0.61 -5.52 -1.37
C -1.32 -6.69 -2.53
C -1.10 -1.18 -3.81
C 2.57 -1.91 -0.19
C 1.91 0.95 -1.04
C 6.83 -1.05 -0.15
C -0.97 3.38 0.38
H -2.32 -6.46 -2.92
H -2.42 4.80 -0.01
H 1.72 4.38 -1.06
H 2.71 1.52 -4.11
H 0.06 4.00 4.24
H -3.47 -1.03 0.30
H -1.43 -7.49 -1.79
H 5.11 -1.20 1.96
H 4.07 3.32 0.20
H 7.37 -1.59 -0.93
H 2.43 -3.14 -2.95
H -2.60 -3.92 0.69
H -4.74 -1.93 -1.65
H -5.14 -2.76 -0.15
H 3.28 -1.69 -3.52
H 5.13 3.25 -1.21
H -2.53 0.87 -2.65
H 2.54 4.62 -2.61
H -0.54 -2.11 -3.85
H 7.29 -1.29 0.81
H 1.68 -1.56 -2.75
H 2.48 0.32 -0.34
H -2.11 0.04 1.78
H 1.35 4.88 3.40
H -2.90 -2.13 -3.10
H 4.83 1.78 -0.26
H -3.52 0.15 -3.92
H 0.98 2.35 2.68
H 4.20 2.48 -3.91
H 3.11 -1.21 3.13
H -3.49 -2.89 1.82
H -0.72 -7.09 -3.35
H 6.97 0.02 -0.33
H 4.12 0.80 -3.31
H 1.01 3.71 -2.54
H 1.15 -6.46 -1.39
H -4.09 -3.55 -1.32
H 5.24 -1.65 -2.28
H -1.78 -2.58 1.48
H -3.99 -0.02 -2.22
H -0.42 -0.38 -3.50
H 2.09 -2.56 2.60
H 1.60 -0.93 2.25
H -0.13 5.73 3.92
H 2.20 -4.49 -0.37
H 1.68 2.66 1.18
H 1.38 0.36 -1.81
H -1.46 -0.95 -4.81
H -2.32 -4.17 -2.30
H -1.02 -1.08 2.56
*
```



Entry 2:
ORCA calculation (ωB97M-V/def2-TZVPD) on a molecular structure, C30H50LuP4Se.

Calculated values
- energy above the lowest of the compared OMol25 structures with the same formula, charge and spin (eV) = 0.0000
- energy (Eh) = -6174.4842
- highest occupied orbital energy (alpha / beta) (eV) = -15.70 / -15.70

Structure (ORCA input):
```
! wB97M-V def2-TZVPD RIJCOSX def2/J DEFGRID3
* xyz 3 1
Lu 0.20 0.53 0.11
Se 0.39 1.95 -2.24
P -2.45 1.22 -0.26
P 2.91 0.50 -0.29
P 0.48 2.85 1.52
P 0.48 -1.05 2.54
C 0.72 1.52 -5.05
C -0.95 -3.30 3.62
C -0.50 1.17 5.88
C -0.39 -3.19 -8.56
C 1.93 2.95 2.64
C 2.02 -1.53 3.40
C -1.84 -0.26 3.89
C 4.10 -0.06 0.97
C -0.55 -4.46 -8.14
C -0.19 -3.46 1.32
C 3.18 -0.74 -1.63
C -1.39 -4.63 3.56
C 0.67 0.81 -6.24
C -1.89 1.11 5.89
C -0.44 -0.25 3.91
C -0.64 -4.78 1.27
C -2.90 2.85 -0.97
C -3.75 1.02 1.00
C 0.63 4.45 0.64
C -0.90 3.24 2.66
C -0.34 -2.70 2.50
C -2.57 0.41 4.88
C 0.35 0.91 -3.82
C 0.23 0.51 4.89
C -3.08 0.13 -1.61
C -0.06 -0.43 -3.85
C -0.11 -1.14 -5.05
C 3.81 1.93 -1.01
C -1.22 -5.38 2.39
C 0.25 -0.53 -6.25
H -0.57 4.07 3.31
H 0.03 1.73 6.66
H -1.25 -2.54 -8.74
H -2.46 1.61 6.68
H -0.44 -2.18 -5.05
H 1.54 4.47 0.03
H -2.42 2.97 -1.95
H -0.07 -1.10 -0.77
H -4.18 0.11 -1.58
H -1.15 2.38 3.29
H 0.66 5.26 1.38
H -2.74 0.49 -2.59
H 1.32 0.56 4.90
H -0.23 4.60 -0.03
H 2.59 -1.64 -1.39
H 0.31 -5.13 -7.99
H -1.85 -5.08 4.44
H 0.61 -2.79 -8.79
H -4.60 1.68 0.77
H -3.66 0.38 4.87
H 1.85 3.90 3.18
H -1.55 -4.88 -7.96
H -3.34 1.27 1.98
H 2.68 -0.67 3.57
H 3.86 -1.07 1.29
H 0.20 -1.10 -7.18
H -2.55 3.67 -0.32
H 2.86 2.92 2.06
H 1.04 2.57 -5.04
H 4.89 1.72 -1.02
H 2.83 -0.36 -2.59
H -1.08 -2.74 4.54
H -0.52 -5.36 0.35
H -1.80 3.55 2.11
H 4.06 0.61 1.84
H -4.08 -0.02 1.01
H 4.25 -0.99 -1.68
H 2.54 -2.28 2.80
H 0.28 -3.01 0.45
H 3.62 2.83 -0.41
H -3.99 2.90 -1.07
H 3.46 2.12 -2.03
H -2.37 -0.82 3.12
H 1.74 -1.98 4.37
H -1.53 -6.42 2.36
H 1.93 2.12 3.35
H 0.96 1.31 -7.17
H 5.11 -0.03 0.53
H -2.68 -0.88 -1.46
H -0.34 -0.92 -2.92
*
```



Entry 3:
ORCA calculation (ωB97M-V/def2-TZVPD) on 10 unconnected molecules or ions with the total composition C30H50O30.

Calculated values
- energy above the lowest of the compared OMol25 structures with the same formula, charge and spin (eV) = 0.4767
- energy (Eh) = -3429.8013
- highest occupied orbital energy (alpha / beta) (eV) = -11.70 / -11.70

Structure (ORCA input):
```
! wB97M-V def2-TZVPD RIJCOSX def2/J DEFGRID3
* xyz 1 2
O -1.35 1.21 9.00
O -4.50 -1.62 -4.26
O 5.53 -2.42 -0.65
O -0.21 -0.54 -0.42
O 0.09 2.23 7.80
O -2.25 -1.64 -4.67
O -1.02 -8.77 -3.15
O -5.69 -0.70 6.31
O -3.69 -1.61 -6.31
O 4.07 0.65 -1.98
O 2.15 3.26 -0.07
O -2.51 4.62 2.85
O 6.10 1.12 -2.02
O 3.81 -2.98 -2.16
O -5.81 2.58 -0.28
O 4.08 2.55 0.90
O -2.10 2.64 3.90
O -4.96 3.96 1.09
O 4.10 4.07 -0.78
O 4.81 1.75 -3.79
O -0.84 0.45 6.88
O -4.24 0.80 6.90
O -0.97 -8.32 -5.33
O -0.56 3.79 2.75
O -4.94 1.75 1.65
O -0.31 -2.66 0.52
O -1.54 -1.01 1.52
O -4.45 -1.11 8.19
O 5.92 -2.66 -2.80
O -0.04 -6.91 -3.98
C 7.25 -2.82 -2.21
C -0.85 1.31 7.95
C 0.25 0.72 6.03
C -4.69 1.30 5.69
C 0.59 -3.14 -0.49
C -1.86 0.30 1.71
C 0.67 2.13 6.47
C -5.26 2.66 0.86
C 4.95 -2.64 -1.87
C -1.69 -9.51 -5.72
C -2.85 -0.82 -7.02
C -1.80 -1.41 -3.38
C 6.87 -2.43 -0.82
C 1.34 2.23 0.43
C -4.82 -0.37 7.27
C 0.35 -6.45 -2.72
C 5.55 4.23 -0.86
C 3.46 3.27 0.16
C 4.95 1.20 -2.73
C -5.34 4.79 0.07
C -0.41 4.89 1.95
C -1.76 3.58 3.19
C -5.91 0.35 5.44
C -1.64 5.63 2.38
C -6.30 3.86 -0.73
C 7.43 1.29 -2.49
C -3.54 -1.67 -4.99
C -0.65 -8.08 -4.07
C 2.71 0.52 -2.43
C -0.72 -1.30 0.39
H -2.75 0.14 -6.51
H 0.26 2.85 5.76
H 1.74 2.24 6.28
H 0.16 -3.34 -1.47
H -5.84 -0.13 4.46
H 2.06 1.39 -2.54
H 7.26 -1.44 -0.58
H -5.75 5.68 0.55
H 1.72 1.89 1.40
H 7.45 -3.88 -2.36
H -6.83 0.90 5.58
H -0.94 0.67 2.16
H -1.19 -10.47 -5.59
H 2.58 -0.14 -3.29
H 6.07 3.29 -0.65
H -2.16 6.06 1.53
H -2.58 -9.67 -5.12
H 8.15 1.94 -1.99
H 7.92 -2.27 -2.86
H -0.73 -1.18 -3.40
H -3.96 0.99 4.95
H 0.53 5.42 2.13
H 7.20 -3.19 -0.11
H 1.36 -6.81 -2.51
H -6.12 4.02 -1.80
H 5.93 4.55 -1.83
H -2.17 0.88 0.85
H -5.09 2.31 5.80
H -4.45 5.13 -0.45
H -7.34 4.08 -0.49
H 0.08 0.70 4.96
H 7.85 0.29 -2.48
H -1.52 6.42 3.12
H 0.39 2.61 0.80
H 7.58 1.54 -3.55
H -2.10 -2.26 -2.77
H -2.15 -0.43 -3.04
H 0.58 -5.39 -2.65
H 5.74 5.05 -0.17
H -0.56 4.48 0.95
H 1.16 -4.05 -0.27
H 1.18 1.48 -0.34
H 1.03 0.04 6.39
H -3.40 -0.71 -7.95
H -0.38 -6.75 -1.97
H -2.68 0.26 2.43
H -1.86 -1.22 -7.24
H -1.98 -9.57 -6.77
H 2.25 -0.07 -1.64
H 1.37 -2.43 -0.77
*
```